Record 1
18
Properties=species:S:1:pos:R:3 method="wB97M-V/def2-TZVPD" smiles="C=C/C(N)=C/C.O" homo_ev=-7.66 lumo_energy_ev=0.3 relative_energy_kcal_mol=91.6
C 1.416 -0.903 -1.158
N -0.146 1.860 -1.231
C -0.021 0.977 -0.129
C 0.234 -0.357 -0.316
C 0.414 1.058 2.282
C -0.189 1.608 1.209
H 2.169 -0.126 -1.200
H 1.887 -1.803 -0.779
H 1.005 -0.995 -2.180
H -1.113 2.141 -1.288
H 0.203 1.487 -2.099
H -0.124 -1.010 0.470
H 0.585 -0.001 2.457
H 0.914 1.578 3.099
H -0.827 2.478 1.220
H -2.397 -2.938 -0.781
H -1.714 -2.144 0.241
O -2.296 -2.908 0.182

Record 2
53
Properties=species:S:1:pos:R:3 method="wB97M-V/def2-TZVPD" smiles="COc1ccccc1CN1C[C@@H](C(=O)NCCc2ccc(C)o2)CCC1=O" homo_ev=-8.16 lumo_energy_ev=0.7 relative_energy_kcal_mol=41.1
C -0.522 -2.439 -3.001
H -0.030 -2.458 -3.972
O 0.491 -2.146 -2.070
C 0.168 -2.098 -0.742
C -1.121 -2.253 -0.243
C -1.361 -2.151 1.117
C -0.325 -1.896 1.996
C 0.964 -1.763 1.506
C 1.227 -1.867 0.148
C 2.645 -1.729 -0.345
N 3.151 -0.375 -0.186
C 4.088 -0.119 0.759
O 4.448 -0.946 1.574
C 4.584 1.310 0.729
C 3.378 2.243 0.656
C 2.602 2.016 -0.651
C 1.120 2.309 -0.422
O 0.586 3.313 -0.844
N 0.476 1.385 0.321
H 0.932 0.514 0.550
C -0.938 1.493 0.594
H -1.182 0.814 1.412
H -1.151 2.523 0.895
C -1.787 1.153 -0.644
C -3.233 1.100 -0.304
C -4.247 1.990 -0.485
C -5.405 1.398 0.082
C -5.017 0.189 0.573
O -3.696 0.002 0.341
C -5.768 -0.885 1.277
H -5.354 -1.051 2.271
H -5.704 -1.822 0.725
H -6.811 -0.598 1.371
H -6.389 1.818 0.117
H -4.181 2.945 -0.964
H -1.468 0.180 -1.024
H -1.616 1.913 -1.406
C 2.852 0.600 -1.210
H 3.689 0.649 -1.921
H 1.974 0.255 -1.761
H 2.938 2.737 -1.402
H 2.732 2.042 1.514
H 3.697 3.284 0.722
H 5.171 1.492 1.629
H 5.230 1.454 -0.141
H 2.709 -2.020 -1.396
H 3.298 -2.370 0.254
H 1.792 -1.589 2.178
H -0.513 -1.814 3.055
H -2.370 -2.265 1.480
H -1.949 -2.450 -0.905
H -0.976 -3.416 -2.807
H -1.300 -1.669 -3.008

Record 3
12
Properties=species:S:1:pos:R:3 method="wB97M-V/def2-TZVPD" smiles="O=CC1(O)CC1" homo_ev=-9.85 lumo_energy_ev=0.8 relative_energy_kcal_mol=80.8
O -0.041 1.175 -1.257
C 0.228 0.022 -0.505
C -0.887 -0.974 -0.553
C -0.669 -0.145 0.704
C 1.510 0.188 0.240
O 2.506 -0.471 0.348
H -0.576 1.790 -0.737
H -0.721 -2.042 -0.407
H -1.618 -0.750 -1.324
H -0.231 -0.777 1.473
H -0.759 0.881 1.110
H 1.258 1.103 0.910

Record 4
73
Properties=species:S:1:pos:R:3 method="wB97M-V/def2-TZVPD" charge=+2 spin_multiplicity=4 homo_ev="-13.87 / -13.95" lumo_energy_ev="-7.8 / -8.1" relative_energy_kcal_mol=43.9
Tc -0.231 0.825 -0.634
Br -0.950 3.036 3.805
C -2.177 2.525 2.506
C -3.525 2.927 2.611
C -4.460 2.542 1.688
Br -6.223 3.121 1.872
C -4.092 1.700 0.599
C -4.951 1.209 -0.396
C -4.459 0.394 -1.396
C -3.111 0.066 -1.416
N -2.272 0.503 -0.473
C -2.743 1.328 0.516
C -1.773 1.750 1.441
O -0.525 1.300 1.231
H -3.820 3.550 3.443
H -5.999 1.478 -0.376
H -5.103 0.016 -2.177
H -2.691 -0.544 -2.204
C 0.069 -4.282 1.433
Si -0.985 -2.953 0.711
C -1.794 -3.432 -0.871
C -2.167 -2.129 1.875
As 0.633 -1.254 0.119
Si 1.906 -0.817 2.171
C 2.641 0.850 1.925
C 3.158 -2.165 2.145
C 0.705 -0.910 3.553
Si 2.034 -1.976 -1.720
C 0.899 -1.869 -3.191
C 2.536 -3.710 -1.381
C 3.404 -0.734 -1.721
H -0.032 -4.310 2.519
H 1.125 -4.160 1.194
H -0.245 -5.251 1.037
H -2.553 -4.195 -0.674
H -1.083 -3.849 -1.588
H -2.296 -2.582 -1.330
H -3.189 -2.445 1.646
H -2.125 -1.043 1.785
H -1.963 -2.386 2.914
H 3.346 0.849 1.092
H 3.187 1.148 2.825
H 1.865 1.599 1.754
H 3.575 -2.302 1.148
H 2.747 -3.114 2.490
H 3.986 -1.899 2.808
H -0.165 -0.278 3.368
H 1.199 -0.530 4.453
H 0.379 -1.930 3.754
H -0.144 -1.739 -2.897
H 0.964 -2.788 -3.776
H 1.164 -1.036 -3.846
H 1.668 -4.348 -1.203
H 3.234 -3.824 -0.553
H 3.028 -4.084 -2.285
H 3.039 0.271 -1.493
H 3.889 -0.689 -2.700
H 4.168 -0.995 -0.985
F -0.153 4.805 -3.863
C 0.277 3.587 -3.904
F 1.578 3.505 -3.999
F -0.316 2.902 -4.852
S -0.220 2.663 -2.292
O -0.329 1.210 -2.714
O -1.423 3.154 -1.680
N 1.033 2.507 -1.222
S 1.290 4.008 -0.425
O 0.859 3.947 0.927
O 0.835 5.015 -1.335
C 3.154 4.058 -0.447
F 3.632 2.848 -0.174
F 3.520 4.915 0.476
F 3.562 4.439 -1.638

Record 5
120
Properties=species:S:1:pos:R:3 method="wB97M-V/def2-TZVPD" smiles="CCN(CCc1cc(CCCCN)c(CC(=O)OC(C)=O)c2c1C(=O)NC2=O)C(C)=O.O=C1C=CC(=O)C=C1.O=C1C=CC(=O)C=C1.O=C1C=CC(=O)C=C1.O=C1C=CC(=O)C=C1.O=C1C=CC(=O)C=C1" homo_ev=-9.11 lumo_energy_ev=-2.1
C 1.262 -4.379 -3.752
C 0.247 -3.448 -2.877
N 1.102 -2.716 -1.891
C 0.272 -2.223 -0.728
C 1.217 -2.092 0.566
C 1.391 -0.610 1.123
C 0.884 0.689 0.460
C 1.077 2.102 1.133
C 0.458 3.353 0.345
C 0.918 3.432 -1.210
C 2.403 2.889 -1.480
C 3.035 3.506 -2.851
N 4.366 4.193 -2.586
C 1.796 2.289 2.510
C 1.983 3.681 3.256
C 2.717 4.807 2.391
O 3.477 4.581 1.432
O 2.465 6.192 2.768
C 1.491 6.786 1.891
C -0.090 6.676 2.052
O 1.910 7.489 0.930
C 2.322 0.965 3.167
C 2.126 -0.432 2.503
C 2.744 -1.524 3.481
O 2.555 -2.757 3.519
N 3.571 -0.668 4.384
C 3.100 0.737 4.540
O 3.314 1.497 5.511
C 1.775 -1.532 -2.494
C 3.257 -1.213 -1.933
O 1.249 -0.805 -3.406
H 1.625 -3.748 -4.636
H 0.766 -5.361 -4.056
H 2.136 -4.622 -3.051
H -0.430 -4.175 -2.319
H -0.400 -2.778 -3.536
H -0.263 -1.261 -1.034
H -0.552 -3.001 -0.505
H 0.736 -2.745 1.389
H 2.233 -2.549 0.279
H 0.348 0.658 -0.542
H 0.596 4.353 0.873
H -0.685 3.162 0.314
H 0.862 4.542 -1.510
H 0.162 2.798 -1.809
H 2.410 1.745 -1.607
H 3.058 3.156 -0.585
H 3.292 2.645 -3.579
H 2.303 4.202 -3.382
H 5.026 3.392 -2.506
H 4.262 4.612 -1.650
H 2.665 3.486 4.172
H 0.980 4.041 3.688
H -0.597 7.692 2.257
H -0.415 5.885 2.813
H -0.513 6.323 1.035
H 4.495 -0.762 3.911
H 3.621 -2.157 -1.395
H 3.969 -0.895 -2.762
H 3.176 -0.381 -1.140
C -2.726 -1.046 -4.669
C -2.580 -0.199 -3.650
C -3.729 0.193 -2.807
O -3.596 0.968 -1.878
C -5.046 -0.392 -3.136
C -5.192 -1.240 -4.155
C -4.042 -1.632 -4.997
O -4.175 -2.408 -5.928
H -1.893 -1.341 -5.295
H -1.623 0.240 -3.394
H -5.877 -0.095 -2.509
H -6.150 -1.677 -4.410
C -3.253 4.079 3.526
C -4.447 3.636 3.921
C -4.604 2.876 5.181
O -5.691 2.470 5.541
C -3.387 2.630 5.984
C -2.194 3.074 5.588
C -2.038 3.833 4.329
O -0.946 4.241 3.967
H -3.120 4.636 2.607
H -5.347 3.808 3.345
H -3.520 2.073 6.903
H -1.293 2.902 6.163
C -3.717 -2.528 4.172
C -3.243 -3.321 3.211
C -1.810 -3.683 3.152
O -1.376 -4.405 2.273
C -0.925 -3.134 4.201
C -1.399 -2.340 5.163
C -2.831 -1.978 5.221
O -3.265 -1.256 6.099
H -4.762 -2.251 4.230
H -3.878 -3.732 2.436
H 0.121 -3.410 4.144
H -0.764 -1.929 5.938
C -5.225 -1.127 -8.269
C -4.613 -1.786 -9.254
C -4.788 -1.389 -10.667
O -4.232 -1.991 -11.566
C -5.666 -0.232 -10.946
C -6.278 0.427 -9.961
C -6.102 0.029 -8.548
O -6.659 0.632 -7.648
H -5.108 -1.404 -7.230
H -3.967 -2.635 -9.066
H -5.783 0.045 -11.986
H -6.925 1.275 -10.149
C 5.931 -4.180 5.593
C 6.085 -5.498 5.720
C 6.366 -6.354 4.548
O 6.505 -7.557 4.662
C 6.470 -5.692 3.230
C 6.315 -4.374 3.103
C 6.035 -3.519 4.275
O 5.896 -2.315 4.161
H 5.724 -3.538 6.440
H 6.012 -5.999 6.678
H 6.676 -6.333 2.382
H 6.388 -3.873 2.145

Record 6
10
Properties=species:S:1:pos:R:3 method="wB97M-V/def2-TZVPD" homo_ev=-9.92 lumo_energy_ev=0.6 relative_energy_kcal_mol=48.3
C -0.286 1.673 -0.290
C 0.346 -0.683 0.148
C -0.551 0.418 -1.115
O -0.938 2.144 0.567
Cl 0.203 0.335 -2.613
Cl -2.215 -0.080 -0.987
H 0.643 2.283 -0.684
H -0.181 -0.748 1.020
H 1.219 -0.169 0.267
H 0.620 -1.703 -0.364

Record 7
26
Properties=species:S:1:pos:R:3 method="wB97M-V/def2-TZVPD" spin_multiplicity=2 homo_ev="-10.86 / -10.86" lumo_energy_ev="-0.4 / -5.9" relative_energy_kcal_mol=69.0
O 1.566 2.209 -1.996
H 2.497 -0.520 0.226
H -0.372 -0.870 -2.999
O 0.585 2.632 2.184
H -0.051 2.107 1.699
O -2.432 -1.384 2.578
H -1.972 -0.884 1.865
H -2.360 -0.864 3.414
O -1.515 1.168 1.681
H 1.389 -2.951 -1.499
H -0.585 0.665 0.736
O -0.081 -0.181 -2.593
H 1.269 1.305 -2.041
H -2.225 1.403 1.321
O 0.743 -3.474 -1.163
H 0.486 1.379 -0.203
H -0.077 -2.870 -1.233
O 2.721 0.430 0.250
H 1.864 0.882 0.288
H 0.733 2.061 2.928
O -1.499 -1.903 -0.715
H -1.388 -1.145 -0.323
H -2.397 -2.219 -0.279
O 0.144 0.482 -0.132
H -0.340 0.184 -1.738
H 1.679 2.514 -2.927

Record 8
31
Properties=species:S:1:pos:R:3 method="wB97M-V/def2-TZVPD" smiles="N[C@@H](CO)C(=O)N[C@@H](Cc1c[nH]cn1)C(=O)O" homo_ev=-9.16 lumo_energy_ev=0.3 relative_energy_kcal_mol=95.8
C -3.228 -0.325 -0.541
C -1.690 -0.381 -0.468
C -3.861 0.647 0.474
C 0.412 0.735 -0.053
C 0.753 2.193 -0.242
C 1.429 -0.296 -0.807
C 2.785 -0.446 -0.185
C 3.460 -1.697 -0.028
C 4.605 0.040 0.811
H -4.737 -1.844 -0.841
H -2.989 -2.512 -0.547
H -3.678 0.338 -1.466
H -3.214 1.556 0.258
H -4.882 0.775 0.297
H -3.708 -0.562 1.852
H -1.439 1.723 -0.585
H 0.404 0.685 1.116
H 1.619 0.114 -1.791
H 0.990 -1.312 -0.726
H 3.130 -2.797 0.059
H 5.297 0.651 1.468
H 5.561 -1.881 0.670
H 2.675 1.724 -0.039
N -3.761 -1.720 -0.271
N -0.951 0.751 -0.622
N 3.502 0.582 0.322
N 4.607 -1.322 0.519
O -1.106 -1.438 -0.091
O -3.936 0.473 1.857
O -0.131 3.086 -0.177
O 2.082 2.464 -0.223

Record 9
9
Properties=species:S:1:pos:R:3 method="wB97M-V/def2-TZVPD" smiles="CP=S.S" homo_ev=-8.85 lumo_energy_ev=-1.2 relative_energy_kcal_mol=32.1
C 1.668 0.388 -0.052
P 1.774 -1.492 0.129
S -0.018 -2.127 0.145
S -3.426 0.305 0.350
H 0.864 0.998 0.280
H 1.929 0.597 -1.087
H 2.474 0.699 0.596
H -2.683 1.271 -0.236
H -2.583 -0.639 -0.125

Record 10
7
Properties=species:S:1:pos:R:3 method="wB97M-V/def2-TZVPD" charge=+2 spin_multiplicity=5 homo_ev="-18.45 / -18.42" lumo_energy_ev="-10.0 / -11.8" relative_energy_kcal_mol=69.3
C -0.458 0.526 -0.728
O 0.595 -0.102 -0.900
O -0.919 0.409 0.573
C -0.170 -0.396 1.382
C 0.896 -0.957 0.990
H 1.597 -1.776 0.953
Ho -1.541 2.297 -2.269

Record 11
84
Properties=species:S:1:pos:R:3 method="wB97M-V/def2-TZVPD" charge=-1 homo_ev=-2.69 lumo_energy_ev=0.9 relative_energy_kcal_mol=10.4
C -4.803 1.048 2.602
C -4.163 0.471 1.332
C -3.945 -1.020 1.559
C -5.174 0.649 0.190
C -2.844 1.205 1.006
C -1.662 0.547 0.776
C -0.422 1.232 0.614
C 0.801 0.523 0.322
C 2.040 1.084 0.767
C 2.085 1.862 1.961
C 3.247 2.533 2.304
F 3.233 3.383 3.392
C 4.421 2.438 1.556
C 4.382 1.616 0.425
F 5.533 1.451 -0.311
C 3.235 0.962 0.009
C -0.453 2.658 0.640
C -1.602 3.389 0.768
C -1.609 4.939 0.750
C -2.393 5.469 -0.458
C -0.203 5.530 0.689
C -2.295 5.478 2.010
C -2.875 2.668 0.870
O -3.969 3.284 0.814
H -5.059 2.101 2.455
H -5.721 0.494 2.840
H -4.112 0.965 3.449
H -3.582 -1.507 0.651
H -3.229 -1.185 2.368
H -4.891 -1.497 1.841
H -4.768 0.240 -0.743
H -6.109 0.124 0.433
H -5.384 1.714 0.048
H -1.618 -0.545 0.750
H 0.721 -0.104 -0.587
H 1.201 1.966 2.587
H 5.321 2.992 1.813
H 3.224 0.403 -0.923
H 0.493 3.187 0.509
H -3.427 5.111 -0.416
H -2.388 6.568 -0.446
H -1.937 5.123 -1.392
H 0.413 5.183 1.524
H 0.291 5.277 -0.253
H -0.267 6.623 0.751
H -1.776 5.123 2.907
H -2.276 6.575 1.997
H -3.333 5.140 2.044
C 5.391 -2.900 2.999
C 5.047 -1.886 1.943
O 3.642 -2.047 1.584
C 3.326 -1.845 0.293
C 1.850 -1.777 0.052
N 1.483 -2.103 -1.133
C 0.816 -2.837 -1.976
C 0.736 -2.398 -3.377
C -0.388 -2.727 -4.161
C -0.456 -2.338 -5.496
C 0.597 -1.596 -6.054
C 1.711 -1.248 -5.273
C 1.765 -1.615 -3.927
C 0.222 -4.114 -1.560
C 0.127 -5.186 -2.475
C -0.379 -6.416 -2.065
C -0.726 -6.608 -0.722
C -0.631 -5.553 0.194
C -0.164 -4.303 -0.223
O 4.149 -1.728 -0.612
H 6.175 -2.492 3.637
H 4.533 -3.173 3.617
H 5.792 -3.803 2.528
H 5.179 -0.862 2.317
H 5.656 -2.026 1.047
H 1.216 -1.677 0.938
H -1.202 -3.295 -3.707
H -1.324 -2.621 -6.093
H 0.546 -1.292 -7.100
H 2.540 -0.688 -5.711
H 2.615 -1.340 -3.296
H 0.446 -5.047 -3.509
H -0.511 -7.214 -2.795
H -1.080 -7.580 -0.386
H -0.928 -5.679 1.231
H -0.124 -3.461 0.471

Record 12
55
Properties=species:S:1:pos:R:3 method="wB97M-V/def2-TZVPD" smiles="COc1ccc(S(=O)(=O)N2CCC(C(=O)N3CCc4ccccc4C3)CC2)cc1Cl" homo_ev=-8.85 lumo_energy_ev=0.7 relative_energy_kcal_mol=0.0
C 8.110 2.287 0.785
H 9.025 2.312 1.377
O 7.586 0.990 0.991
C 6.438 0.558 0.434
C 6.117 -0.761 0.796
C 4.982 -1.392 0.339
C 4.127 -0.707 -0.504
C 4.410 0.586 -0.884
C 5.555 1.225 -0.427
Cl 5.777 2.851 -0.996
H 3.731 1.095 -1.549
S 2.618 -1.450 -1.112
O 2.556 -2.805 -0.632
O 2.525 -1.240 -2.528
N 1.504 -0.437 -0.382
C 0.263 -0.256 -1.102
C -0.652 -1.469 -0.944
H -1.564 -1.316 -1.521
H -0.129 -2.341 -1.345
C -0.959 -1.716 0.540
C -1.810 -0.593 1.134
O -1.337 0.258 1.868
N -3.131 -0.582 0.835
C -3.881 -1.487 -0.001
H -3.279 -2.342 -0.302
C -4.398 -0.738 -1.230
C -5.145 0.501 -0.820
C -6.055 1.094 -1.687
C -6.737 2.239 -1.322
C -6.515 2.804 -0.076
C -5.611 2.220 0.790
C -4.917 1.071 0.428
C -3.958 0.461 1.412
H -3.286 1.224 1.813
H -4.529 0.044 2.255
H -5.432 2.657 1.763
H -7.044 3.697 0.217
H -7.441 2.690 -2.005
H -6.226 0.648 -2.656
H -5.045 -1.391 -1.819
H -3.555 -0.447 -1.865
H -4.737 -1.855 0.579
C 0.367 -1.861 1.301
C 1.314 -0.690 1.031
H 2.298 -0.895 1.457
H 0.908 0.220 1.480
H 0.174 -1.917 2.373
H 0.853 -2.782 0.976
H -1.507 -2.658 0.649
H 0.525 -0.108 -2.150
H -0.220 0.646 -0.713
H 4.746 -2.406 0.618
H 6.808 -1.262 1.455
H 8.355 2.464 -0.264
H 7.429 3.061 1.142